(1)
Density functional theory data (wB97M-V/def2-TZVPD) for C31H30AsCl2N2SSeSn as an isolated structure.

## Properties
Largest force on an atom in hartree/bohr: 0.0393
E in eV: -203503.1205
Total charge: +1

Geometry as XYZ:
```
69
Properties=species:S:1:pos:R:3:forces:R:3
Sn 3.34804 -1.92594 -1.74446 -0.187 -0.038 -0.368
Cl 6.28002 -1.01227 -1.79793 -0.089 -0.039 0.070
C 5.62738 0.50423 -1.19811 0.842 -0.365 -0.110
C 6.45332 1.18453 -0.31249 -0.470 0.234 -0.224
C 6.06482 2.45718 0.05797 0.361 0.241 0.550
C 4.91598 3.02158 -0.46180 0.170 1.147 0.879
C 4.12907 2.31468 -1.32251 -0.168 -0.282 -0.443
Cl 2.77369 3.14367 -1.98331 -0.487 0.022 -0.194
C 4.44790 1.01281 -1.72723 -0.083 0.142 -0.197
S 3.50790 0.18488 -2.98001 -0.203 -0.069 0.299
H 7.38545 0.74714 0.00948 -0.033 -0.047 0.097
H 6.65112 3.04375 0.76311 0.021 -0.208 -0.207
H 4.63197 4.05146 -0.17074 0.187 -0.782 -0.300
Se 2.27107 -3.15382 -3.87319 0.026 0.281 0.161
C 2.16762 -1.74028 -5.05936 0.176 -1.114 0.834
N 2.14276 -0.92016 -5.85563 -0.135 0.899 -0.688
C -2.86258 3.39848 4.00094 0.008 1.016 -0.398
C -2.43045 2.47103 2.90653 -0.234 -0.932 0.395
C -2.49151 1.07964 3.13695 0.901 1.045 -1.188
C -1.92182 0.19056 2.24718 -0.111 0.314 -0.329
C -1.98988 -1.27313 2.56884 -0.717 0.164 0.081
C -1.37378 0.71075 1.04688 0.044 0.653 0.945
As -0.71096 -0.59670 -0.13036 -1.039 -0.604 -0.800
N 0.84209 -1.20267 0.01860 0.272 0.018 -0.025
C 1.63379 -0.48656 0.95856 0.434 -0.083 1.007
C 1.94560 0.84281 0.80399 0.242 1.627 0.077
C 2.60868 1.56851 1.82196 -0.125 -0.827 0.056
C 2.96433 0.87269 2.97832 0.006 0.791 -0.439
C 2.73820 -0.50075 3.11975 0.306 1.255 0.082
C 2.07370 -1.15112 2.12082 -0.335 -0.696 -0.729
C -1.99501 -1.59879 -1.14414 -0.046 0.547 0.236
C -3.21826 -0.96875 -1.49485 0.771 -0.038 0.044
C -3.52736 0.41771 -1.09531 -1.417 0.280 -0.244
C -4.18042 -1.64135 -2.22957 0.946 -1.153 0.603
C -3.94852 -2.98364 -2.53567 0.615 0.286 -0.630
C -4.86257 -3.77362 -3.42826 -0.320 -0.428 1.416
C -2.74606 -3.58507 -2.12139 -1.012 0.412 -0.130
C -1.75306 -2.95378 -1.42623 1.247 0.058 0.879
C -0.49974 -3.70161 -0.89633 -1.750 -0.552 -0.848
C -1.31475 2.08804 0.76506 -0.532 -0.538 0.854
C -0.68801 2.61244 -0.47434 0.075 -0.228 -1.881
C -1.90036 2.94858 1.71392 0.833 0.168 -0.054
H -2.20063 3.35468 4.86625 0.109 -0.140 -0.086
H -3.87119 3.24471 4.36889 -0.180 -0.341 -0.089
H -2.83275 4.42564 3.61597 0.016 -0.132 0.238
H -2.89653 0.69015 4.03120 -0.430 -0.192 0.926
H -1.97566 -1.45412 3.65327 0.281 0.043 -0.429
H -1.23165 -1.84315 2.06000 0.554 -0.403 0.095
H -2.94586 -1.65467 2.20994 -0.138 -0.149 -0.029
H 1.63625 1.37819 -0.09220 0.108 -0.245 0.012
H 2.84910 2.64923 1.74247 -0.334 -0.948 -0.150
H 3.41271 1.46498 3.75776 0.257 -0.202 0.316
H 3.10029 -0.98748 4.01447 -0.188 -0.233 -0.066
H 1.86831 -2.20013 2.21909 -0.109 -0.395 -0.029
H -2.89602 1.16869 -1.52197 0.494 0.441 -0.304
H -3.56234 0.54454 -0.03545 0.141 0.069 0.738
H -4.55198 0.61045 -1.41818 0.139 0.306 -0.132
H -5.09589 -1.14239 -2.47361 -0.316 0.101 -0.237
H -4.49444 -3.79597 -4.43362 0.288 -0.088 -0.582
H -5.85330 -3.35227 -3.42681 -0.391 0.248 -0.134
H -4.96304 -4.79861 -3.03303 0.150 0.280 -0.374
H -2.66103 -4.60512 -2.35584 0.381 -1.284 -0.224
H -0.64232 -4.78308 -1.09547 0.157 0.624 0.211
H -0.35383 -3.53716 0.16430 -0.101 -0.039 0.211
H 0.38489 -3.37395 -1.39958 0.507 0.198 -0.392
H -0.54123 1.80916 -1.28340 0.028 0.869 1.142
H 0.28353 3.12034 -0.33401 -0.441 -0.323 0.110
H -1.35746 3.33141 -0.97255 0.200 -0.063 0.275
H -1.79733 4.03885 1.59649 -0.175 -0.583 -0.156
```
Forces are in eV/Å.

Mulliken atomic charge list, values in e, 2 entries: atom 1 (Sn): 0.57, atom 2 (Cl): -0.21

=====

(2)
Density functional theory data (wB97M-V/def2-TZVPD) for C31H30BClN8O7TeTi as an isolated structure.

## Properties
Largest force on an atom in hartree/bohr: 0.0114
ΔE to the lowest compared entry with this formula, charge and spin in kJ/mol: 0.3
<S²>: 0.752
Total charge: -1
Spin multiplicity: 2

Geometry as XYZ:
```
80
Properties=species:S:1:pos:R:3:forces:R:3
Ti -1.08960 -0.93750 0.22866 -0.544 0.211 -0.067
C 2.10438 -2.56555 0.50780 -0.023 0.044 0.034
C 1.89359 -1.40454 1.41982 -0.032 0.092 0.041
C 2.77872 -0.87449 2.36433 0.073 -0.097 -0.013
C 2.09440 0.15847 2.96853 -0.060 0.002 -0.003
N 0.87773 0.23481 2.41336 0.099 0.032 -0.030
N 0.75151 -0.71123 1.44360 0.085 -0.193 0.070
B -0.29059 1.22574 2.58914 -0.031 0.107 -0.018
N -1.56603 0.41846 2.94868 -0.037 0.024 -0.032
C -2.36535 0.55063 4.01978 0.046 -0.028 0.040
C -3.34651 -0.41283 3.95042 -0.090 -0.076 -0.001
C -3.08114 -1.12823 2.77280 0.099 0.055 0.050
C -3.82890 -2.26378 2.15808 0.026 0.079 0.002
N -1.99749 -0.61901 2.19153 0.038 0.072 -0.168
N -0.45947 1.95788 1.23282 0.031 -0.029 0.058
C -0.02929 3.17032 0.85064 -0.039 0.045 0.029
C -0.29919 3.32052 -0.49153 -0.044 0.062 -0.106
C -0.89199 2.11207 -0.88413 0.063 0.007 0.164
C -1.42888 1.72291 -2.21879 0.051 -0.033 -0.005
N -0.95535 1.29433 0.16720 -0.061 -0.213 -0.249
N -0.08271 2.28258 3.67477 0.010 -0.169 0.042
C -0.84139 3.39177 3.84948 0.014 -0.054 -0.029
C -0.56821 3.89772 5.09434 0.027 0.049 0.079
C 0.38225 3.00680 5.64022 -0.021 -0.016 -0.085
C 1.03527 3.04970 6.98482 -0.008 0.000 -0.009
N 0.65556 2.03481 4.78543 -0.036 0.085 0.024
H 3.13981 -2.89883 0.55777 0.014 0.015 0.005
H 1.45279 -3.39447 0.78649 0.004 0.004 -0.004
H 1.86726 -2.28675 -0.51713 0.020 -0.029 -0.036
H 3.77704 -1.21439 2.58374 -0.027 0.003 -0.012
H 2.36685 0.82440 3.76781 -0.022 0.001 -0.025
H -2.17241 1.29947 4.77072 -0.001 0.008 -0.036
H -4.14585 -0.58471 4.65118 0.015 0.005 -0.012
H -4.38562 -2.81192 2.91694 0.009 0.007 0.020
H -4.53589 -1.89044 1.41512 0.000 -0.020 0.007
H -3.14354 -2.94206 1.65191 -0.006 -0.023 -0.017
H 0.42716 3.84589 1.55424 0.004 -0.023 -0.013
H -0.10552 4.18525 -1.10449 -0.008 -0.029 0.005
H -1.04650 2.39084 -2.98983 0.006 0.014 0.007
H -1.14049 0.69919 -2.46157 -0.004 -0.013 -0.026
H -2.51774 1.78995 -2.21401 0.012 -0.005 0.015
H -1.52927 3.72319 3.08829 0.022 -0.008 0.009
H -0.98259 4.78485 5.54546 0.014 -0.036 -0.009
H 1.01246 4.05943 7.39442 0.008 -0.008 -0.005
H 0.52503 2.38918 7.68852 0.002 0.012 -0.002
H 2.07286 2.72479 6.91520 -0.014 -0.004 0.005
O -0.60574 -5.56782 -3.65909 0.022 -0.083 -0.086
C -0.60123 -4.67160 -2.86071 -0.066 0.106 0.070
C -0.15988 -3.23226 -3.11316 0.073 -0.081 -0.088
O 0.29206 -2.79899 -4.15332 0.014 0.088 0.001
C -0.37150 -2.54703 -1.84611 -0.021 -0.187 0.213
C -0.85547 -3.41534 -0.86097 0.090 0.144 -0.338
O -1.06360 -2.97257 0.33898 0.024 0.076 0.056
C -1.02838 -4.76791 -1.39554 0.045 -0.086 0.027
O -1.39859 -5.77744 -0.84003 -0.040 0.006 0.089
O -0.11753 -1.30634 -1.54885 -0.085 0.076 0.140
Cl -5.64871 -2.31900 -1.36065 -0.008 -0.028 -0.029
C -4.62537 -1.09363 -2.17116 0.083 -0.007 0.002
C -3.89115 -0.28129 -1.10939 -0.159 -0.060 0.260
O -4.32754 0.79806 -0.76052 0.122 0.038 -0.050
O -2.84329 -0.88028 -0.64250 0.293 0.044 0.033
H -5.27968 -0.45156 -2.74839 -0.035 0.017 -0.013
H -3.92254 -1.62787 -2.80356 -0.012 -0.024 -0.025
C 2.13243 1.71865 -3.28916 0.029 -0.039 0.041
Te 2.78240 0.93875 -1.39675 -0.023 -0.054 -0.086
C 3.12085 -0.81321 -2.59865 -0.027 0.056 0.038
C 3.43001 -0.28806 -3.97467 0.005 0.054 -0.019
C 4.15508 -1.02001 -4.90541 0.001 0.015 -0.020
C 4.41307 -0.49807 -6.16669 -0.011 -0.003 0.026
C 3.93825 0.76011 -6.50532 -0.014 0.006 0.032
C 3.20189 1.49213 -5.58209 -0.003 -0.018 -0.005
C 2.94497 0.97702 -4.31830 0.012 -0.041 0.010
H 2.27205 2.79657 -3.33976 0.015 -0.005 0.004
H 1.07296 1.48622 -3.39480 0.008 0.023 0.002
H 2.19683 -1.39231 -2.60901 -0.020 0.017 0.010
H 3.92888 -1.41749 -2.19163 0.007 0.017 -0.001
H 4.51893 -2.00638 -4.64196 -0.004 0.012 -0.002
H 4.98584 -1.07456 -6.88240 -0.006 0.002 0.005
H 4.14027 1.17360 -7.48563 0.001 -0.003 0.005
H 2.82626 2.47470 -5.84539 0.004 -0.007 0.004
```
Forces are in eV/Å.

Mulliken atomic charge list, values in e, 2 entries: atom 1 (Ti): -0.90, atom 2 (C): -0.52

=====

(3)
Density functional theory data (wB97M-V/def2-TZVPD) for C31H30BN6O4ReS3 as an isolated structure.

## Properties
Largest force on an atom in hartree/bohr: 0.0354
ΔE to the lowest compared entry with this formula, charge and spin in kJ/mol: 115.9
<S²>: 0.759
Total charge: +1
Spin multiplicity: 2

Geometry as XYZ:
```
76
Properties=species:S:1:pos:R:3:forces:R:3
Re 0.87205 1.04958 -1.31928 -1.016 -1.489 -0.089
O -2.26605 0.44076 1.35469 0.043 0.143 -0.076
C -1.20910 0.83287 0.91021 0.114 0.216 0.379
O -0.94483 0.94453 -0.35923 -0.427 -0.212 -0.599
C -0.10216 1.24847 1.87273 -0.053 -0.128 -0.179
C -0.40458 2.11721 2.91348 0.020 0.015 -0.024
C 0.57227 2.49414 3.82199 -0.025 0.012 0.013
C 1.86171 1.99338 3.71396 0.060 0.016 0.031
C 2.17857 1.10717 2.69674 -0.033 0.025 -0.013
C 1.19668 0.74811 1.78603 0.072 -0.213 -0.016
S 1.63459 -0.41863 0.47698 0.018 0.567 0.079
H -1.41561 2.49171 3.00185 -0.020 -0.043 0.008
H 0.32111 3.16909 4.62932 0.008 0.017 -0.010
H 2.61840 2.27595 4.43378 -0.002 0.008 0.001
H 3.17234 0.68770 2.61219 0.000 -0.010 0.021
N -1.22295 2.58218 -4.64820 -0.181 -0.064 0.008
C -0.35917 3.65806 -4.61605 0.279 0.044 0.167
C -0.20316 4.74945 -5.46076 -0.078 -0.029 -0.040
C 0.81820 5.62726 -5.16047 -0.102 0.002 -0.008
C 1.63230 5.43934 -4.03467 0.078 -0.026 0.006
C 1.47404 4.35353 -3.19779 0.013 -0.010 0.145
C 0.47651 3.43424 -3.51234 -0.172 0.211 -0.293
N 0.11410 2.23140 -2.92101 0.001 0.052 0.273
C -0.89442 1.75932 -3.62583 0.114 0.203 -0.122
C -1.44368 0.45016 -3.36693 -0.410 -0.440 -0.060
C -2.66675 -0.04974 -3.69723 0.077 0.031 0.010
S -2.81683 -1.64891 -3.12415 0.412 0.121 0.018
C -1.22477 -1.56353 -2.49217 -0.286 -0.362 -0.102
N -0.62847 -0.43093 -2.68690 0.836 1.417 0.781
H -1.97513 2.43768 -5.29973 0.054 -0.050 -0.038
H -0.84847 4.88939 -6.31779 0.031 0.063 -0.008
H 0.98502 6.48481 -5.79744 -0.005 0.007 0.006
H 2.40748 6.16468 -3.82651 -0.014 0.008 0.037
H 2.08078 4.23711 -2.30850 0.024 -0.040 -0.019
H -3.48100 0.43919 -4.20634 0.003 0.033 0.031
H -0.77109 -2.40093 -1.98602 0.001 0.066 0.099
C -4.37861 -6.19853 3.07709 0.066 0.104 -0.008
C -3.19523 -5.48396 3.75229 -0.032 -0.101 0.096
C -3.75037 -4.48817 4.77867 0.040 -0.030 -0.141
C -2.34222 -6.53099 4.48667 -0.038 0.046 -0.004
C -2.32283 -4.78585 2.71178 0.052 0.034 -0.033
C -2.08799 -5.38741 1.47141 -0.037 -0.095 0.034
C -1.29107 -4.81601 0.48644 0.103 0.103 -0.189
C -0.71712 -3.60231 0.78446 -0.217 0.029 0.493
O 0.11943 -2.79655 0.02326 0.159 0.020 -0.341
B 0.39746 -1.72715 0.84065 0.041 -0.243 0.257
O -0.21029 -1.81792 2.05978 0.014 0.126 0.192
C -0.92352 -2.99950 2.01527 -0.011 -0.281 -0.330
C -1.71435 -3.56020 2.99012 0.070 0.160 0.044
H -5.13128 -6.44799 3.82484 0.015 -0.063 0.005
H -4.06862 -7.12925 2.60122 -0.020 0.015 -0.059
H -4.84556 -5.55995 2.32593 -0.048 -0.013 0.005
H -4.48158 -4.98682 5.41444 0.014 -0.007 0.023
H -4.24262 -3.65156 4.27986 -0.044 0.022 0.057
H -2.96645 -4.09845 5.42864 -0.005 0.047 -0.003
H -2.97416 -7.12200 5.15234 0.026 -0.012 0.028
H -1.56491 -6.05325 5.08525 0.017 0.004 -0.011
H -1.85811 -7.20638 3.77978 -0.029 -0.034 0.000
H -2.53412 -6.34877 1.25635 -0.041 0.021 0.013
H -1.13430 -5.30848 -0.46389 0.032 -0.003 0.007
H -1.84479 -3.04706 3.93111 -0.034 0.003 0.002
C 4.19956 5.24197 -0.07283 0.166 -0.052 -0.003
C 5.00365 3.93611 -0.15735 -0.121 0.234 0.073
C 4.34403 2.97249 -1.08142 0.066 -0.197 -0.488
N 3.28471 2.31438 -0.80354 -0.339 0.222 0.614
N 2.78178 1.58310 -1.83879 0.770 -0.159 -1.069
C 3.50526 1.66704 -2.93658 0.072 0.096 0.051
N 3.16721 1.05688 -4.08472 -0.010 -0.015 0.014
S 4.87624 2.70066 -2.74340 -0.137 -0.028 0.285
H 4.72694 5.95170 0.56255 -0.042 0.028 0.008
H 3.21661 5.05478 0.35649 -0.030 0.010 -0.040
H 4.08144 5.69519 -1.05802 -0.031 0.009 -0.001
H 5.04675 3.48506 0.83413 0.109 -0.085 -0.045
H 6.01916 4.14386 -0.49327 0.030 -0.084 0.038
H 2.41927 0.37891 -4.02467 -0.006 0.018 0.035
H 3.85266 0.94657 -4.81097 -0.027 -0.008 -0.028
```
Forces are in eV/Å.

Mulliken atomic charge list, values in e, 2 entries: atom 1 (Re): 0.81, atom 2 (O): -0.65